ORCA calculation (the ωB97M-V functional and the def2-TZVPD basis) on a cluster of 2 separate species, C6H13NO2S in total.

The frontier orbital gap (alpha / beta) comes out at 0.273 / 0.273 Ha. The net charge is 0. The energy above the lowest of the compared OMol25 structures with the same formula, charge and spin is 2.4100 eV.

Last column: natural (NBO) charge in e.
Positions of all 23 atoms, in Å:
C1 1.933 -0.403 -0.910  0.69
C2 -1.600 0.003 0.514  -0.62
C3 -1.042 1.540 -1.262  -0.61
C4 2.034 -0.228 2.305  -0.78
C5 -0.422 0.628 -0.220  -0.31
C6 0.468 -0.419 -0.829  0.34
N1 -0.122 -1.377 -1.543  -0.74
O1 2.697 -1.521 -1.025  -0.68
O2 2.408 0.744 -0.873  -0.57
S1 1.184 -1.493 1.462  -0.25
H1 -2.122 0.636 1.192  0.23
H2 -2.410 -0.223 -0.146  0.19
H3 -1.267 -0.949 1.021  0.25
H4 -0.770 1.045 -2.268  0.22
H5 -0.447 2.454 -1.282  0.23
H6 -2.074 1.808 -1.020  0.22
H7 3.053 -0.041 1.929  0.22
H8 2.361 -0.575 3.327  0.23
H9 1.397 0.557 2.415  0.20
H10 0.219 1.029 0.554  0.25
H11 2.337 -2.307 -0.668  0.51
H12 0.385 -2.013 -1.993  0.39
H13 -1.084 -1.552 -1.484  0.40


ORCA calculation (the ωB97M-V functional and the def2-TZVPD basis) on a structure of composition C43H47N3OsP2S2.

The frontier orbital gap (alpha / beta) comes out at 0.205 / 0.251 Ha. The net charge is 0. As for the multiplicity: 5. The energy above the lowest of the compared OMol25 structures with the same formula, charge and spin is 0.3854 eV.

Last column: Mulliken charge in e.
Positions of all 98 atoms, in Å:
Os1 -1.494 0.548 0.134  0.29
S1 -0.526 -0.029 2.788  -0.60
P1 1.100 0.175 1.644  1.65
C1 0.540 0.461 0.025  -0.94
P2 0.963 0.141 -1.634  0.47
S2 -0.707 0.374 -2.700  -0.54
C2 1.683 -1.486 -2.100  0.41
C3 1.411 -1.972 -3.383  -0.77
C4 1.993 -3.151 -3.831  -0.76
C5 2.842 -3.873 -2.999  -0.59
C6 3.118 -3.400 -1.726  -0.73
C7 2.548 -2.209 -1.285  0.46
C8 2.279 1.272 -2.175  0.66
C9 3.498 1.253 -1.496  -0.11
C10 4.515 2.126 -1.852  -0.61
C11 4.318 3.023 -2.895  -0.64
C12 3.110 3.039 -3.579  -0.73
C13 2.089 2.164 -3.221  -0.24
C14 2.186 -1.253 1.965  -0.17
C15 1.614 -2.511 2.140  -0.22
C16 2.417 -3.630 2.310  -0.69
C17 3.802 -3.496 2.326  -0.68
C18 4.378 -2.242 2.176  -0.70
C19 3.572 -1.122 1.998  -0.18
C20 2.118 1.560 2.240  -0.10
C21 2.477 1.620 3.589  -0.57
C22 3.212 2.694 4.066  -0.73
C23 3.591 3.719 3.201  -0.55
C24 3.235 3.664 1.863  -1.06
C25 2.497 2.584 1.384  0.96
H1 0.744 -1.414 -4.028  0.39
H2 1.783 -3.507 -4.833  0.39
H3 3.291 -4.798 -3.347  0.41
H4 3.786 -3.947 -1.071  0.48
H5 2.810 -1.836 -0.315  0.13
H6 3.652 0.554 -0.678  0.15
H7 5.456 2.111 -1.315  0.46
H8 5.108 3.712 -3.172  0.40
H9 2.957 3.739 -4.392  0.43
H10 1.137 2.177 -3.738  0.43
H11 0.534 -2.597 2.150  0.44
H12 1.963 -4.607 2.433  0.43
H13 4.431 -4.368 2.468  0.40
H14 5.456 -2.134 2.200  0.42
H15 4.025 -0.145 1.876  0.38
H16 2.160 0.832 4.263  0.41
H17 3.485 2.741 5.114  0.39
H18 4.158 4.563 3.577  0.39
H19 3.521 4.463 1.187  0.45
H20 2.207 2.532 0.344  -0.30
C26 -0.720 4.798 1.168  -1.78
C27 -1.233 3.871 0.060  3.95
C28 -2.495 4.509 -0.562  -2.28
C29 -0.181 3.783 -1.048  -1.49
C30 -1.615 2.524 0.653  -1.94
H21 -0.454 5.784 0.763  0.42
H22 0.169 4.369 1.643  0.20
H23 -1.482 4.940 1.942  0.46
H24 -2.267 5.508 -0.957  0.51
H25 -3.289 4.614 0.184  0.41
H26 -2.865 3.893 -1.388  0.34
H27 -0.102 4.742 -1.579  0.64
H28 -0.445 3.010 -1.772  0.25
H29 0.801 3.545 -0.638  -0.07
H30 -2.012 2.657 1.665  0.69
N1 -1.555 -1.509 -0.036  0.41
C31 -1.367 -2.635 -0.032  -0.02
C32 -1.088 -4.052 -0.044  0.30
C33 -0.516 -4.627 -1.169  -0.22
C34 -0.216 -5.981 -1.162  -0.73
C35 -0.489 -6.750 -0.040  -0.38
C36 -1.060 -6.168 1.085  -0.74
C37 -1.359 -4.815 1.087  -0.29
H31 -0.291 -4.007 -2.028  0.55
H32 0.239 -6.431 -2.036  0.42
H33 -0.254 -7.808 -0.040  0.42
H34 -1.269 -6.766 1.963  0.41
H35 -1.793 -4.341 1.960  0.47
C38 -4.248 -0.578 1.192  -0.03
C39 -5.786 -0.777 1.104  -0.86
N2 -6.366 0.098 0.084  -0.19
C40 -5.770 -0.222 -1.215  -0.85
C41 -4.226 -0.049 -1.170  -0.32
N3 -3.813 0.418 0.179  -0.05
C42 -4.501 1.699 0.469  -0.25
C43 -6.039 1.489 0.416  -0.98
H36 -3.716 -1.506 1.010  -0.09
H37 -3.935 -0.205 2.166  0.56
H38 -6.264 -0.554 2.058  0.30
H39 -6.029 -1.808 0.847  0.35
H40 -6.213 0.436 -1.962  0.29
H41 -6.039 -1.246 -1.476  0.32
H42 -3.873 0.684 -1.893  0.52
H43 -3.705 -0.981 -1.373  0.21
H44 -4.159 2.428 -0.258  -0.14
H45 -4.166 2.038 1.446  0.59
H46 -6.489 2.135 -0.338  0.36
H47 -6.498 1.731 1.374  0.28


ORCA calculation (the ωB97M-V functional and the def2-TZVPD basis) on an isolated molecule of C5H8N2O.

Its SMILES is [H]/N=C/C(=C)NC(C)=O. The frontier orbital gap comes out at 0.294 Ha. The net charge is 0. The energy above the lowest of the compared OMol25 structures with the same formula, charge and spin is 4.2433 eV.

Last column: natural (NBO) charge in e.
Positions of all 16 atoms, in Å:
H1 1.171 1.908 1.904  0.34
N1 1.195 1.244 1.124  -0.59
C1 0.026 0.948 0.709  -0.01
C2 -0.211 0.563 -1.064  0.24
C3 0.368 1.422 -1.876  -0.49
N2 -0.831 -0.606 -1.086  -0.71
C4 -0.804 -0.970 0.458  0.69
C5 0.413 -1.779 0.819  -0.70
O1 -1.913 -1.116 0.958  -0.54
H2 -0.879 1.376 1.167  0.18
H3 0.284 1.260 -2.946  0.21
H4 0.897 2.290 -1.507  0.23
H5 -1.789 -0.595 -1.424  0.40
H6 0.605 -1.651 1.885  0.24
H7 0.182 -2.830 0.630  0.25
H8 1.286 -1.464 0.250  0.25


ORCA calculation (the ωB97M-V functional and the def2-TZVPD basis) on a structure of composition C31H35Ge2MoN5S2.

The frontier orbital gap (alpha / beta) comes out at 0.150 / 0.150 Ha. The net charge is +4.

Last column: Mulliken charge in e.
Positions of all 76 atoms, in Å:
Mo1 0.455 0.206 -0.104  -0.41
C1 -2.529 -0.592 3.505  -1.19
C2 -1.499 -1.472 2.774  -0.32
Ge1 -1.597 -1.088 0.877  0.60
C3 -3.122 -1.634 -0.169  -0.58
C4 -4.365 -1.995 0.656  -1.28
C5 -0.813 1.593 1.015  -1.16
C6 -1.910 2.199 0.706  1.47
Ge2 0.991 2.064 -1.979  0.68
C7 0.173 2.117 -3.738  -0.37
C8 -0.694 3.346 -4.031  -1.17
C9 2.054 3.501 -1.210  -0.27
C10 1.440 4.890 -1.410  -1.20
C11 -3.060 2.823 0.391  0.44
C12 -4.314 2.305 0.871  -0.30
C13 -5.464 2.999 0.631  -0.86
C14 -5.404 4.213 -0.075  -0.28
C15 -4.196 4.744 -0.559  -0.89
C16 -3.031 4.069 -0.336  -0.32
H1 -2.458 -0.818 4.570  0.42
H2 -3.553 -0.804 3.200  0.34
H3 -2.333 0.476 3.395  0.32
H4 -1.738 -2.537 2.850  0.62
H5 -0.487 -1.318 3.143  0.42
H6 -2.752 -2.507 -0.724  0.57
H7 -3.317 -0.865 -0.921  0.55
H8 -4.168 -2.789 1.375  0.41
H9 -5.132 -2.361 -0.026  0.41
H10 -4.781 -1.139 1.185  0.26
H11 -0.323 1.847 1.962  0.45
H12 -0.386 1.191 -3.868  0.36
H13 1.058 2.077 -4.383  0.53
H14 -1.538 3.433 -3.344  0.28
H15 -1.106 3.241 -5.035  0.40
H16 -0.125 4.271 -4.016  0.36
H17 2.996 3.381 -1.758  0.57
H18 2.253 3.304 -0.158  0.38
H19 1.254 5.121 -2.455  0.35
H20 2.153 5.629 -1.041  0.40
H21 0.519 5.024 -0.841  0.28
H22 -4.331 1.383 1.439  0.50
H23 -6.415 2.631 0.991  0.50
H24 -6.322 4.765 -0.244  0.46
H25 -4.197 5.687 -1.089  0.48
H26 -2.083 4.469 -0.672  0.59
S1 2.263 0.102 -1.879  -0.38
C17 1.109 -0.899 -2.774  0.97
S2 -0.344 -1.070 -1.829  -0.38
C18 1.376 -1.532 -3.933  1.13
C19 0.391 -2.405 -4.498  -0.45
N1 -0.435 -3.118 -4.858  -0.24
C20 2.635 -1.319 -4.578  -0.54
N2 3.667 -1.166 -5.060  -0.22
C21 3.685 0.533 2.488  -0.98
C22 2.766 0.637 1.485  -0.21
N3 1.909 -0.386 1.199  0.27
C23 2.002 -1.563 1.855  -0.46
C24 2.960 -1.771 2.837  0.05
C25 3.776 -0.689 3.169  -0.32
C26 3.104 -3.066 3.529  -1.24
C27 3.224 -4.274 2.969  -0.52
C28 3.250 -4.625 1.531  0.86
C29 3.681 -5.876 1.142  -0.77
C30 3.735 -6.145 -0.223  -0.29
N4 3.374 -5.241 -1.134  -0.46
C31 2.969 -4.078 -0.647  -0.21
N5 2.875 -3.699 0.624  -0.21
H27 4.343 1.359 2.719  0.52
H28 2.682 1.536 0.878  0.28
H29 1.334 -2.356 1.557  1.16
H30 4.524 -0.814 3.945  0.63
H31 3.212 -2.989 4.606  0.52
H32 3.397 -5.102 3.647  0.41
H33 3.977 -6.620 1.868  0.45
H34 4.074 -7.105 -0.593  0.45
H35 2.678 -3.337 -1.389  0.37


Question: net charge of number 2 (C43H47N3OsP2S2)?
Answer: 0